Record 1
C22H28AgN7O2S | the ωB97M-V functional and the def2-TZVPD basis

Geometry (Å):
Ag (0.38, -0.54, 0.14)
O (-0.59, -4.01, 3.13)
C (-0.30, -3.23, 2.21)
O (-1.03, -2.46, 1.56)
C (1.20, -3.22, 1.82)
C (2.15, -3.78, 2.68)
C (3.48, -3.74, 2.32)
C (3.84, -3.19, 1.10)
C (2.84, -2.67, 0.30)
N (1.55, -2.69, 0.65)
H (1.79, -4.22, 3.60)
H (4.24, -4.15, 2.99)
H (4.88, -3.14, 0.79)
H (3.05, -2.22, -0.67)
S (1.76, 0.19, -4.89)
C (1.26, -0.38, -3.38)
N (0.92, -0.77, -2.35)
C (-2.17, 0.68, -1.67)
N (-2.00, -0.40, -0.71)
C (-2.38, -1.66, -1.32)
N (-3.79, -1.63, -1.77)
C (-3.93, -0.52, -2.71)
N (-3.57, 0.77, -2.13)
C (-4.41, 0.99, -0.95)
N (-4.28, -0.07, 0.05)
C (-2.86, -0.15, 0.45)
C (-4.62, -1.34, -0.60)
H (-1.52, 0.49, -2.53)
H (-1.88, 1.62, -1.20)
H (-2.24, -2.45, -0.58)
H (-1.73, -1.85, -2.17)
H (-4.98, -0.48, -3.04)
H (-3.29, -0.71, -3.57)
H (-5.46, 1.04, -1.27)
H (-4.13, 1.94, -0.49)
H (-2.71, -0.95, 1.17)
H (-2.56, 0.80, 0.91)
H (-5.67, -1.31, -0.91)
H (-4.49, -2.15, 0.13)
C (3.66, 2.71, -1.93)
N (3.20, 2.49, -0.57)
C (3.66, 1.19, -0.10)
C (1.73, 2.54, -0.54)
C (1.15, 2.45, 0.85)
C (1.25, 3.59, 1.66)
C (0.73, 3.60, 2.94)
C (0.10, 2.45, 3.41)
C (0.01, 1.33, 2.61)
C (0.53, 1.27, 1.30)
H (4.76, 2.68, -1.95)
H (3.34, 3.70, -2.27)
H (3.28, 1.97, -2.64)
H (4.75, 1.16, -0.11)
H (3.28, 0.37, -0.74)
H (3.30, 1.00, 0.91)
H (1.31, 1.73, -1.16)
H (1.44, 3.49, -1.01)
H (1.76, 4.47, 1.27)
H (0.81, 4.49, 3.56)
H (-0.33, 2.44, 4.41)
H (-0.48, 0.44, 3.01)

multiplicity: 1
total charge: -2
gap between HOMO and LUMO: 0.2343 hartree

---

Record 2
C4H10NO | the ωB97M-V functional and the def2-TZVPD basis

Geometry (Å):
C (0.27, 1.53, -2.09)
C (-0.75, -1.96, 0.87)
C (0.54, 0.13, -0.10)
C (-0.26, -0.51, 0.90)
N (-0.58, 0.01, 2.08)
O (1.16, 2.45, -1.91)
H (-0.76, 1.74, -1.76)
H (-1.74, -2.00, 1.37)
H (-0.30, -2.65, 1.61)
H (-0.78, -2.59, -0.04)
H (0.58, 0.73, -2.79)
H (1.07, -0.63, -0.74)
H (1.21, 0.92, 0.10)
H (-0.22, 0.89, 2.54)
H (-1.38, -0.36, 2.46)
H (1.94, 2.31, -2.52)

multiplicity: 3
total charge: +1
gap between HOMO and LUMO (spin up / spin down): 0.2551 / 0.3331 hartree

---

Energy, respectively: -52629.7485; -7836.0242 eV.
Energy above the lowest of the compared OMol25 structures with the same formula, charge and spin, respectively: 11.01; 5.09 kcal/mol.